137
Properties=species:S:1:pos:R:3:forces:R:3:mulliken_charge:R:1 method="wB97M-V/def2-TZVPD" lumo_energy_ha=-0.085 e_tot_ha=-3212.394060 total_charge=+1 orbital_gap_ev=7.24 molar_mass_g_mol=823.56 homo_energy_ev=-9.55
C 2.024 -5.161 1.315 8.64 2.16 4.39 -0.432
C 3.206 -4.910 2.072 -7.64 -0.66 -5.51 -0.144
C 4.546 -4.257 2.785 -1.01 -0.40 -0.43 -0.425
C 5.599 -3.684 1.617 0.81 -0.92 1.16 0.175
C 5.682 -2.059 1.528 1.17 -0.18 -0.60 -0.085
C 4.553 -1.310 0.571 -2.85 -5.11 -0.36 0.247
Cl 3.044 -1.438 1.607 0.71 1.30 -0.42 0.058
C 4.106 -2.279 -0.721 1.98 -1.54 0.64 -0.749
C 5.587 -2.180 -1.465 -2.89 -0.14 -0.46 0.964
C 5.447 -2.728 -3.009 0.76 0.93 -0.31 -0.411
C 4.909 -4.271 -3.147 0.15 0.29 -1.61 -0.564
C 6.182 -5.307 -3.212 -0.11 -0.58 0.81 -0.666
C 6.222 -6.170 -1.791 -0.11 -0.39 -0.66 -0.267
C 7.733 -6.336 -1.173 0.21 -0.30 0.57 -0.916
C 8.442 -4.936 -0.692 -0.15 -0.28 -0.78 0.723
O 9.939 -4.994 -0.688 -1.70 2.30 -0.52 -0.485
C 10.322 -3.562 -0.817 0.14 0.41 0.61 -0.348
C 5.742 -0.516 -1.270 3.61 -2.86 -4.86 -0.554
C 7.352 -0.358 -1.465 0.26 1.08 -1.02 -0.492
C 7.647 1.190 -1.907 -0.27 0.04 0.76 -0.349
C 9.168 1.521 -2.398 0.67 0.76 -0.49 0.344
C 10.163 2.135 -1.241 0.47 0.70 -0.77 -1.099
C 9.972 0.288 -3.116 -0.91 0.18 -1.51 -1.225
N 4.974 0.033 -0.090 -0.76 -1.93 1.21 1.575
C 3.898 1.086 -0.333 -2.24 3.64 -0.92 -0.831
C 3.387 1.419 -1.813 0.21 0.75 -1.26 -0.922
C 2.547 0.350 -2.672 0.50 -0.07 -0.83 0.466
C 1.091 -0.114 -2.100 -0.22 -0.74 -2.46 -0.793
O 0.988 -0.285 -0.649 -2.84 -1.26 -1.24 -0.109
C -0.244 -1.053 -0.402 -0.13 -4.70 5.14 0.425
C -1.706 -0.811 -1.107 -0.15 -0.57 -0.63 -0.738
O -0.185 -2.029 0.537 0.07 6.49 -6.01 -0.540
P 5.732 0.812 1.296 1.99 4.21 1.56 0.208
C 4.568 1.424 2.647 -1.10 -0.26 2.24 -0.847
C 7.518 0.763 1.639 3.31 -1.59 1.59 -0.458
H 1.206 -5.310 0.458 2.24 0.23 2.64 0.321
H 5.078 -5.082 3.464 -1.28 1.81 -1.71 0.359
H 4.218 -3.356 3.491 0.56 -2.07 -1.60 0.252
H 5.509 -4.257 0.601 -0.10 1.29 1.99 -0.577
H 6.666 -4.021 2.046 -2.23 0.95 -0.97 0.377
H 5.636 -1.691 2.664 0.09 -0.40 -2.76 0.669
H 6.754 -1.847 1.042 -2.26 -0.28 1.26 -0.589
H 3.146 -1.966 -1.310 2.15 0.24 1.01 0.020
H 3.818 -3.410 -0.468 0.84 2.66 0.22 0.162
H 6.474 -2.826 -1.036 -2.03 1.52 -0.14 -0.911
H 6.538 -2.703 -3.474 -2.27 -0.05 0.76 0.288
H 4.802 -1.980 -3.668 1.14 -1.54 1.45 0.263
H 4.368 -4.346 -4.208 1.10 0.32 2.33 0.341
H 4.082 -4.568 -2.356 1.93 0.60 -1.47 0.300
H 6.058 -6.041 -4.121 0.20 1.43 1.87 0.406
H 7.230 -4.768 -3.368 -2.38 -0.89 0.32 0.278
H 5.441 -5.680 -1.058 1.77 -0.94 -1.18 0.096
H 5.791 -7.256 -2.034 1.04 2.33 0.71 0.333
H 7.682 -7.038 -0.225 0.14 1.25 -2.05 0.318
H 8.404 -6.856 -1.999 -1.29 1.16 1.80 0.266
H 8.130 -4.608 0.405 0.31 -0.60 -2.38 0.021
H 8.170 -4.124 -1.509 0.22 -1.39 1.78 -0.280
H 10.213 -3.158 -1.933 0.24 -1.00 2.28 0.145
H 11.407 -3.365 -0.403 -2.15 -0.73 -1.02 0.332
H 9.582 -2.965 -0.125 1.45 -0.76 -1.30 0.058
H 5.410 -0.231 -2.383 -0.16 0.34 3.09 0.022
H 7.621 -1.024 -2.421 -0.86 1.32 2.16 0.207
H 8.022 -0.778 -0.606 -1.36 0.95 -1.38 -0.030
H 7.357 1.865 -0.966 0.70 -1.18 -2.07 0.042
H 6.842 1.463 -2.741 1.86 -0.63 1.58 0.220
H 9.072 2.376 -3.226 0.13 -1.93 1.80 0.361
H 9.644 2.379 -0.222 1.04 -0.69 -1.85 0.298
H 10.592 3.174 -1.644 -0.94 -2.26 0.96 0.294
H 11.099 1.426 -1.158 -1.99 1.42 0.33 0.290
H 9.888 -0.742 -2.562 0.44 2.12 -0.79 0.135
H 9.456 0.126 -4.178 1.11 0.16 2.18 0.284
H 11.092 0.592 -3.365 -2.42 -0.72 0.83 0.418
H 4.423 2.122 -0.026 -1.04 -2.53 -0.72 0.509
H 2.976 1.036 0.382 1.92 -0.85 -1.26 0.376
H 4.338 1.731 -2.465 -2.05 -0.70 1.37 0.219
H 2.739 2.422 -1.759 1.45 -2.21 0.31 0.466
H 3.280 -0.551 -2.949 -1.89 1.72 0.83 -0.682
H 2.324 0.857 -3.733 0.42 -1.06 2.39 0.497
H 0.273 0.607 -2.571 1.70 -1.27 1.44 0.389
H 0.862 -1.183 -2.580 0.56 2.28 0.80 0.458
H -2.267 -1.863 -1.072 1.43 2.44 0.16 0.269
H -2.382 -0.015 -0.565 1.66 -1.57 -0.90 0.267
H -1.668 -0.508 -2.238 0.13 -0.46 2.26 0.293
H 3.632 2.045 2.297 2.08 -1.31 0.35 0.271
H 4.161 0.553 3.354 0.83 1.86 -1.65 0.250
H 5.183 2.139 3.370 -0.91 -1.51 -1.85 0.391
H 8.313 0.976 0.782 -2.26 -0.27 1.53 -0.157
H 7.849 -0.291 2.095 -0.49 2.15 -0.87 0.246
H 7.803 1.543 2.499 -1.18 -1.50 -1.90 0.393
C -5.762 0.404 -1.250 -0.54 -0.90 0.53 0.028
O -4.697 0.283 -1.842 -0.19 -0.23 0.31 -0.601
N -6.425 -0.604 -0.584 0.80 1.17 -0.73 0.172
C -7.685 -0.379 0.095 0.20 0.03 -0.09 -0.793
C -5.846 -1.931 -0.561 0.26 0.15 -0.24 -0.870
H -6.289 1.371 -1.205 -0.08 -0.14 0.07 0.344
H -7.563 -0.619 1.155 -0.18 0.03 0.00 0.341
H -8.445 -1.031 -0.346 -0.10 0.18 0.17 0.325
H -8.004 0.662 -0.003 0.14 -0.40 0.00 0.235
H -4.857 -1.880 -0.096 -0.04 -0.22 -0.05 0.190
H -5.734 -2.289 -1.589 0.08 -0.15 0.16 0.296
H -6.482 -2.621 0.002 0.07 0.24 -0.10 0.380
C -10.698 2.228 0.610 0.34 1.31 0.86 0.007
O -9.824 1.503 0.152 -0.30 0.41 0.20 -0.618
N -10.483 3.338 1.399 -0.42 -1.71 -1.20 0.236
C -11.574 4.146 1.903 0.15 0.62 0.17 -0.847
C -9.125 3.709 1.736 0.06 -0.24 -0.18 -1.065
H -11.766 2.036 0.415 0.02 0.11 0.08 0.335
H -11.457 5.169 1.533 -0.20 -0.15 -0.07 0.264
H -11.540 4.144 2.996 -0.20 0.09 -0.85 0.517
H -12.540 3.754 1.574 0.17 -0.05 -0.04 0.264
H -8.568 3.898 0.813 0.11 0.03 0.17 0.322
H -8.651 2.879 2.269 0.14 0.15 -0.03 0.298
H -9.113 4.604 2.363 -0.15 -0.19 -0.15 0.385
C -11.660 2.768 5.336 0.49 0.15 0.83 0.136
O -11.714 3.798 4.676 0.13 -0.64 1.65 -0.725
N -11.012 2.625 6.544 -0.79 -0.08 -1.39 0.123
C -10.995 1.369 7.265 0.07 0.18 0.02 -0.919
C -10.326 3.767 7.113 -0.06 0.26 -0.22 -0.928
H -12.148 1.840 4.995 0.05 -0.01 0.11 0.292
H -11.453 1.519 8.246 0.07 -0.22 -0.02 0.340
H -9.957 1.047 7.388 -0.13 -0.16 0.10 0.343
H -11.549 0.597 6.724 0.07 0.19 0.03 0.293
H -11.047 4.576 7.265 0.23 0.03 0.04 0.292
H -9.558 4.107 6.411 -0.04 0.11 0.19 0.278
H -9.862 3.503 8.067 -0.14 -0.05 -0.21 0.379
C -12.240 7.113 -1.102 -0.38 -0.67 -0.07 0.062
O -11.554 6.638 -0.207 -0.61 0.15 -0.73 -0.556
N -13.239 6.450 -1.782 1.00 0.89 0.58 0.115
C -14.008 7.086 -2.831 0.02 -0.20 0.11 -0.925
C -13.530 5.074 -1.438 0.23 -0.04 0.24 -0.803
H -12.102 8.153 -1.442 -0.10 -0.06 -0.07 0.248
H -15.065 7.079 -2.549 0.01 0.10 -0.21 0.330
H -13.872 6.524 -3.760 -0.15 0.17 -0.05 0.329
H -13.685 8.119 -2.986 0.00 -0.18 0.09 0.295
H -13.816 5.024 -0.383 0.01 -0.18 -0.11 0.224
H -12.629 4.472 -1.587 -0.17 -0.10 0.09 0.266
H -14.341 4.683 -2.058 0.16 0.17 0.08 0.382